Record 1
Density functional theory data (ωB97M-V/def2-TZVPD) for a cluster of 2 separate species, C17H10Cl4NO7 in total at a distorted geometry.

XYZ file:
```
39
Properties=species:S:1:pos:R:3
Cl -1.688 2.434 2.653
C -0.880 0.953 2.894
C -1.601 -0.228 2.805
Cl -3.232 -0.281 2.293
C -1.053 -1.495 3.243
O -1.785 -2.459 3.470
C 0.412 -1.500 3.767
O 0.828 -2.459 4.401
C 1.153 -0.257 3.546
Cl 2.815 -0.341 3.875
C 0.526 0.940 3.232
Cl 1.342 2.428 3.439
C -2.743 -3.660 -4.411
C -2.930 -4.104 -2.979
O -2.381 -3.124 -2.073
C -2.471 -3.587 -0.781
C -1.787 -2.824 0.276
C -0.938 -3.543 1.136
O 0.230 -3.229 1.446
C -1.520 -4.876 1.679
C -1.072 -6.061 1.066
C -1.469 -7.306 1.542
C -2.342 -7.364 2.646
N -2.975 -8.591 2.988
O -3.799 -8.585 3.929
O -2.687 -9.614 2.334
C -2.746 -6.198 3.317
C -2.386 -4.980 2.768
O -3.155 -4.600 -0.595
H -3.226 -4.401 -5.058
H -3.230 -2.701 -4.607
H -1.690 -3.595 -4.711
H -4.005 -4.239 -2.775
H -2.414 -5.070 -2.839
H -1.615 -1.767 0.111
H -0.398 -5.977 0.213
H -1.185 -8.212 1.020
H -3.401 -6.258 4.183
H -2.776 -4.091 3.264
```

Results
* calculated total energy: -3075.92181 a.u.
* net charge: -1
* max |F|: 0.055 Eh/bohr
* orbital gap: 4.35 eV
* energy relative to the best compared isomer or geometry (same formula, charge and spin): 12.9 kcal per mole
* LUMO energy: 0.0049 hartree

=====

Record 2
Density functional theory data (ωB97M-V/def2-TZVPD) for a structure of composition C17H10O5PSe4TaTe2 at a distorted geometry.

XYZ file:
```
40
Properties=species:S:1:pos:R:3
Ta 0.194 -0.163 0.114
Se -1.385 0.352 -1.800
Te -1.502 -0.969 -3.923
Te 0.071 -3.079 -3.280
Se 1.135 -2.193 -1.222
Se -2.042 0.366 1.567
P -1.441 2.474 1.543
Se 0.205 2.548 0.090
C -2.771 3.547 0.974
C -3.589 3.038 -0.033
C -4.590 3.828 -0.570
C -4.787 5.121 -0.103
C -3.968 5.631 0.892
C -2.954 4.850 1.431
C -0.849 2.884 3.202
C 0.441 2.463 3.526
C 0.934 2.660 4.803
C 0.151 3.285 5.764
C -1.134 3.697 5.448
C -1.640 3.494 4.172
H -3.450 2.026 -0.396
H -5.221 3.429 -1.353
H -5.577 5.733 -0.518
H -4.106 6.642 1.252
H -2.301 5.284 2.170
H 1.068 1.994 2.778
H 1.935 2.331 5.048
H 0.540 3.447 6.761
H -1.754 4.172 6.196
H -2.658 3.776 3.961
O 4.415 -3.787 1.340
C 3.594 -2.926 1.328
C 3.765 -1.491 0.772
O 4.741 -1.023 0.264
C 2.459 -0.829 1.026
C 1.556 -1.680 1.617
O 0.306 -1.298 1.800
C 2.138 -3.031 1.846
O 1.610 -3.987 2.332
O 2.080 0.379 0.640
```

Results
* calculated total energy: -11570.26782 a.u.
* net charge: 0
* max |F|: 0.022 Eh/bohr
* orbital gap: 4.81 eV
* LUMO energy: -0.0845 hartree

=====

Record 3
Density functional theory data (ωB97M-V/def2-TZVPD) for a structure of composition C17H11Br2N2O5Sn at a distorted geometry.

XYZ file:
```
38
Properties=species:S:1:pos:R:3
Sn -0.673 -0.484 -0.086
O -0.512 -5.121 -0.219
C -0.153 -3.853 -0.079
O -0.930 -2.917 -0.435
C 1.344 -3.774 0.183
C 2.114 -4.910 0.315
C 3.430 -4.714 0.536
C 3.979 -3.385 0.669
C 3.113 -2.320 0.603
N 1.760 -2.498 0.327
C 3.774 -0.945 0.722
O 5.131 -0.861 0.955
O 3.112 0.066 0.669
H -1.458 -5.128 -0.379
H 1.722 -5.852 0.215
H 4.131 -5.532 0.605
H 5.052 -3.435 0.787
H 5.671 -1.673 1.090
C 1.278 2.694 0.361
C -0.163 2.929 -0.022
C -0.514 4.275 -0.075
C -1.846 4.570 -0.263
C -2.765 3.550 -0.365
C -4.162 3.775 -0.709
Br -5.040 5.454 -0.911
C -4.984 2.664 -0.945
C -4.549 1.334 -0.931
Br -5.752 -0.101 -1.018
C -3.211 1.095 -0.602
O -2.680 -0.123 -0.680
C -2.361 2.195 -0.277
N -0.972 1.918 -0.181
H 1.691 3.596 0.648
H 2.171 2.340 -0.233
H 1.303 1.790 0.947
H 0.224 5.014 0.208
H -2.179 5.576 -0.303
H -6.095 2.792 -1.127
```

Results
* calculated total energy: -6501.34481 a.u.
* net charge: +3
* max |F|: 0.118 Eh/bohr
* orbital gap (alpha / beta): 3.95 / 3.87 eV
* energy relative to the best compared isomer or geometry (same formula, charge and spin): 39.4 kcal per mole
* LUMO energy (alpha / beta): -0.5170 / -0.5199 hartree

=====

Record 4
Density functional theory data (ωB97M-V/def2-TZVPD) for a structure of composition C17H12CoN4O3S.

XYZ file:
```
38
Properties=species:S:1:pos:R:3
Co 0.097 0.198 -0.811
O 3.977 0.904 -1.041
C 2.782 0.922 -0.949
N 1.881 -0.096 -1.218
C 2.260 -1.381 -1.574
O 3.362 -1.805 -1.777
C 1.025 -2.238 -1.740
C 1.113 -3.549 -2.148
C -0.060 -4.271 -2.309
C -1.271 -3.647 -2.057
C -1.281 -2.327 -1.642
N -0.151 -1.631 -1.485
C 2.024 2.166 -0.546
C 2.678 3.348 -0.278
C 1.920 4.459 0.058
C 0.541 4.341 0.108
C -0.046 3.119 -0.166
N 0.683 2.046 -0.489
H 2.094 -3.965 -2.332
H -0.031 -5.303 -2.630
H -2.208 -4.170 -2.179
H -2.202 -1.804 -1.431
H 3.757 3.364 -0.344
H 2.398 5.405 0.273
H -0.086 5.185 0.356
H -1.117 2.982 -0.134
O 0.181 -0.297 0.945
N -0.963 -0.234 1.669
C -0.850 -0.610 2.961
C -1.945 -0.582 3.775
C -3.169 -0.162 3.244
C -3.250 0.215 1.926
C -2.114 0.179 1.107
S -2.095 0.626 -0.557
H 0.144 -0.915 3.254
H -1.847 -0.884 4.806
H -4.050 -0.131 3.869
H -4.180 0.544 1.487
```

Results
* calculated total energy: -2880.53234 a.u.
* net charge: +1
* max |F|: 0.007 Eh/bohr
* orbital gap: 7.21 eV
* LUMO energy: -0.1753 hartree